## 1
C3H2O4 | ωB97M-V/def2-TZVPD

Computed properties:
SMILES string	C1=COC2(O1)OO2
HOMO-LUMO gap	10.333	eV

ORCA input file:
```
! wB97M-V def2-TZVPD RIJCOSX def2/J DEFGRID3
* xyz 0 1
C -1.04 0.69 0.08
C -1.06 -0.64 0.00
O 0.22 -1.15 -0.12
C 1.05 0.06 -0.07
O 0.26 1.15 -0.10
O 2.22 -0.06 -0.72
O 2.14 0.08 0.74
H -1.89 1.28 0.28
H -1.90 -1.41 -0.08
*
```

***

## 2
C3H2O4 | ωB97M-V/def2-TZVPD

Computed properties:
SMILES string	O=C1OCOC1=O
HOMO-LUMO gap	10.737	eV

ORCA input file:
```
! wB97M-V def2-TZVPD RIJCOSX def2/J DEFGRID3
* xyz 0 1
O 0.83 2.34 -0.05
C 0.50 1.23 -0.09
O 0.19 0.31 -1.08
C -0.35 -0.93 -0.74
O -0.25 -0.88 0.66
C 0.14 0.26 1.14
O 0.33 0.40 2.31
H 0.12 -1.92 -1.08
H -1.51 -0.80 -1.08
*
```

***

Question: of the structures shown, which is the least stable? Reply: 1.